(1)
{
  "formula": "C9H11N3O2",
  "method": "ωB97M-V/def2-TZVPD",
  "e_lumo_ha": 0.0277,
  "gap_ev": 9.7,
  "smiles": "CC(C)=NN(c1ccccc1)[N+](=O)[O-]",
  "e_homo_ev": -8.971,
  "spin_multiplicity": 1,
  "elements": ["C", "C", "C", "N", "N", "C", "C", "C", "C", "C", "C", "N", "O", "O", "H", "H", "H", "H", "H", "H", "H", "H", "H", "H", "H"],
  "positions_angstrom": [[2.93128, 0.20840, 2.23665], [1.83404, -0.26981, 1.31049], [1.30571, -1.68097, 1.50914], [1.52395, 0.37160, 0.23794], [0.48016, -0.35865, -0.57660], [-0.83303, 0.25116, -0.77004], [-0.95933, 1.56049, -0.53397], [-2.15386, 2.31704, -0.76067], [-3.20584, 1.58492, -1.27762], [-3.15029, 0.19417, -1.41194], [-1.94978, -0.49320, -1.23739], [0.95203, -1.16130, -1.54516], [0.24151, -1.60384, -2.37849], [2.08554, -1.44664, -1.38174], [3.77804, -0.52061, 2.20027], [2.56732, 0.37931, 3.28675], [3.31492, 1.24969, 2.02767], [1.83584, -2.34152, 0.77159], [0.29871, -1.80091, 1.26621], [1.37980, -2.06283, 2.51373], [-0.07365, 2.13692, -0.28018], [-2.20847, 3.31404, -0.60788], [-4.13062, 2.02293, -1.39001], [-3.96292, -0.35055, -1.73587], [-1.90106, -1.49981, -1.47290]],
  "atomic_forces_ev_per_a": [[0.177, 1.561, 0.464], [-0.357, -1.178, -0.990], [1.688, -0.235, -0.042], [-1.035, -0.241, -0.204], [-1.313, 1.788, 1.453], [0.254, -2.140, -0.701], [-0.262, 3.872, 0.221], [1.052, -5.144, -0.902], [0.882, -0.765, 1.320], [2.851, 0.779, 0.200], [-0.199, 2.436, 0.870], [0.355, 0.605, 1.679], [-2.030, -0.568, -2.049], [3.719, -1.121, -0.283], [-0.747, 0.569, 0.219], [0.142, -0.931, -0.838], [-0.346, -1.233, -0.530], [-0.128, 0.509, 0.877], [-1.745, 0.265, -0.525], [0.603, -0.032, 0.386], [-0.055, -0.257, 0.263], [-0.027, 2.968, 0.502], [-1.910, 1.132, -0.548], [-1.768, -0.924, -0.661], [0.200, -1.714, -0.182]]
}

(2)
{
  "formula": "C9H11N3Se",
  "method": "ωB97M-V/def2-TZVPD",
  "e_lumo_ha": [0.0228, -0.1034],
  "gap_ev": [5.9, 6.2],
  "e_homo_ev": [-5.280, -8.970],
  "spin_multiplicity": 3,
  "elements": ["C", "C", "C", "C", "C", "C", "C", "C", "C", "N", "N", "N", "Se", "H", "H", "H", "H", "H", "H", "H", "H", "H", "H", "H"],
  "positions_angstrom": [[-3.49484, -0.68894, -0.81228], [-2.76370, -1.80828, -0.52437], [-3.07038, 0.61273, -0.61866], [-1.45877, -1.75041, -0.00492], [-1.83842, 0.70052, -0.00587], [-1.04103, -0.42094, 0.30129], [2.58023, 1.52478, -0.73023], [3.47131, 0.30626, -0.35991], [1.19476, -0.53847, 1.54296], [-1.23804, 1.84311, 0.53913], [-0.17996, 1.38758, 1.12545], [-0.01725, 0.10168, 1.01384], [2.29819, -1.26286, 0.08313], [-4.58366, -0.82737, -1.08692], [-3.25900, -2.78852, -0.81314], [-3.72225, 1.56075, -0.73509], [-0.73009, -2.58709, 0.03856], [1.66867, 1.55021, -0.12073], [3.25537, 2.34518, -0.61610], [2.34586, 1.46426, -1.78031], [4.16433, 0.43687, 0.43435], [4.15327, 0.09034, -1.28799], [0.63296, -1.44214, 2.17177], [1.63244, 0.19076, 2.24604]],
  "atomic_forces_ev_per_a": [[-2.807, -3.639, -0.517], [-3.656, -0.966, -1.952], [-1.588, 4.016, -0.376], [3.018, -0.737, 0.722], [2.864, 1.439, 1.744], [-0.520, 1.298, 0.032], [0.836, -1.379, 0.497], [-0.467, -0.450, -2.360], [-2.656, -1.766, 1.316], [-0.989, -2.915, -0.995], [2.199, 2.990, 1.624], [-0.780, -0.885, -0.958], [0.706, 0.080, 0.149], [1.485, -0.045, -0.022], [0.871, 1.242, 0.730], [1.153, -1.958, 0.116], [-0.867, 0.587, -0.135], [0.546, 0.586, -0.238], [-0.122, 1.141, 0.290], [-0.400, -0.088, -0.297], [0.242, 0.342, 0.931], [-1.460, -0.275, 1.676], [2.322, 1.890, -1.487], [0.069, -0.508, -0.489]]
}

(3)
{
  "formula": "C9H11NO",
  "method": "ωB97M-V/def2-TZVPD",
  "e_lumo_ha": 0.0209,
  "gap_ev": 9.9,
  "smiles": "CN(C)C(=O)c1ccccc1",
  "e_homo_ev": -9.367,
  "spin_multiplicity": 1,
  "elements": ["C", "N", "C", "C", "O", "C", "C", "C", "C", "C", "C", "H", "H", "H", "H", "H", "H", "H", "H", "H", "H", "H"],
  "positions_angstrom": [[0.99864, 0.12553, 1.97200], [-0.31644, 0.64804, 1.70093], [-1.16801, 0.92699, 2.80596], [-1.06451, 0.14231, 0.62897], [-2.28592, -0.22981, 0.76606], [-0.40624, -0.12904, -0.71706], [-0.81740, -1.25727, -1.51413], [-0.28830, -1.47395, -2.73351], [0.84917, -0.66901, -3.09697], [1.29140, 0.39970, -2.35712], [0.68198, 0.58168, -1.10894], [1.78564, 0.79459, 2.56787], [0.83449, -0.67139, 2.59900], [1.81189, -0.04287, 1.17603], [-0.55051, 1.71871, 3.45207], [-1.44447, 0.15808, 3.38224], [-1.94958, 1.45429, 2.60907], [-1.53377, -1.70688, -1.28498], [-0.72885, -2.14483, -3.41671], [1.19885, -0.90610, -4.35212], [2.03170, 0.96016, -2.48665], [1.07026, 1.32106, -0.59202]],
  "atomic_forces_ev_per_a": [[4.012, 2.596, -0.071], [-1.093, 0.017, -3.052], [7.199, 2.730, 2.256], [-2.685, -2.414, -0.236], [3.811, 1.811, -0.193], [-0.052, -1.518, 0.955], [9.320, 8.397, -2.032], [2.718, 2.037, -0.020], [-0.483, -1.329, -5.274], [-5.990, -5.619, 2.049], [-1.306, -2.321, -3.039], [-2.461, -0.380, -0.543], [0.314, -2.462, 1.231], [-2.405, -0.419, 0.288], [-1.086, -1.863, -0.797], [-0.740, -3.300, 2.153], [-4.938, 2.939, -2.103], [-11.028, -6.966, 3.991], [-0.118, -0.881, -0.569], [-0.582, 0.982, 4.178], [6.160, 4.396, -2.086], [1.433, 3.567, 2.913]]
}

| no. | calculated total energy (Eh) |
| --- | --- |
| 1 | -664.10402 |
| 2 | -2915.03009 |
| 3 | -479.37362 |